Entry 1:
DFT (ωB97M-V/def2-TZVPD) results for a 14-piece molecular cluster, C25H73ClFINO14P overall at a distorted geometry.

The value obtained for the LUMO energy is -0.3 eV. The HOMO-LUMO gap is 0.2807 hartree.

Cartesian coordinates (Å):
C 3.06402 -1.48019 0.12629
C 2.15810 -2.60327 -0.72038
C 0.67211 -1.91931 -1.01127
Cl 0.26782 -0.90744 0.48183
C -0.46900 -2.94877 -1.52676
I 0.52661 -4.66785 -2.55345
C -1.54031 -2.51026 -2.70841
C -1.59892 -0.98599 -3.26005
C -2.39293 0.11580 -2.37174
C -1.37944 1.23554 -1.65235
F -3.34181 -0.39820 -1.36485
C -2.93448 -3.35342 -2.38748
O -4.20458 -3.10897 -2.71427
N -2.34259 -4.49490 -1.53883
C -1.45539 -3.75975 -0.51156
P -2.65689 -2.86553 0.65674
C -2.01574 -3.15459 2.46406
C -4.41787 -3.59436 0.65813
H 4.19955 -1.78294 -0.08438
H 2.94340 -0.39716 -0.31320
H 2.91487 -1.55828 1.28401
H 2.78379 -2.77716 -1.72100
H 2.11267 -3.54927 -0.03082
H 0.86742 -1.14389 -1.89815
H -1.15436 -3.10721 -3.66973
H -0.51350 -0.54132 -3.48245
H -2.12675 -1.01999 -4.33021
H -3.04346 0.76755 -3.13267
H -0.27301 0.85824 -1.71596
H -1.71271 1.43629 -0.54269
H -1.42303 2.27714 -2.23362
H -3.01917 -5.18428 -1.15234
H -0.89390 -4.69520 -0.02730
H -2.87831 -3.03207 3.24864
H -1.17358 -2.35719 2.73916
H -1.58130 -4.25641 2.61198
H -5.17543 -2.68189 0.78748
H -4.74257 -4.13101 -0.33624
H -4.65427 -4.33000 1.54705
C -3.76927 -0.46171 4.53712
O -4.57758 -0.62468 3.38634
H -4.15776 -1.09640 5.33695
H -2.74249 -0.75670 4.30699
H -3.79659 0.58253 4.85781
H -4.20887 -0.04984 2.69425
C 3.37507 2.48379 -0.57001
O 4.41211 1.54908 -0.80477
H 3.10487 2.45634 0.48816
H 3.72207 3.48707 -0.82936
H 2.50286 2.22091 -1.17347
H 4.63046 1.59601 -1.75108
C -8.10581 -3.24876 -1.57992
O -7.14343 -3.41284 -2.60516
H -9.02729 -3.75719 -1.87295
H -7.72953 -3.68703 -0.65225
H -8.30908 -2.18472 -1.43662
H -6.33742 -2.95155 -2.31717
C -3.49461 4.33842 -0.31008
O -3.18516 3.13679 0.37150
H -2.84831 5.13572 0.06420
H -3.32272 4.20550 -1.38107
H -4.53899 4.60319 -0.12785
H -3.77394 2.44818 0.01860
C 3.02926 -1.71758 4.41738
O 2.22223 -0.78353 3.72421
H 3.66283 -1.18146 5.12776
H 2.39133 -2.42006 4.95941
H 3.65909 -2.25581 3.70488
H 1.67153 -1.28805 3.10166
C 0.74324 4.27157 -0.33113
O -0.57108 4.53354 -0.78737
H 1.45431 4.78568 -0.98193
H 0.85536 4.64093 0.69124
H 0.93389 3.19612 -0.36442
H -1.17944 4.06480 -0.19108
C 7.00539 4.29723 -0.57808
O 7.31484 3.09559 0.10350
H 7.65169 5.09453 -0.20380
H 7.17728 4.16430 -1.64907
H 5.96101 4.56200 -0.39585
H 6.72606 2.40698 -0.24940
C -4.77319 -8.16042 -2.37359
O -3.39968 -8.21541 -2.03499
H -5.23604 -9.12144 -2.13760
H -5.26068 -7.37179 -1.79507
H -4.87813 -7.96070 -3.44276
H -3.01602 -7.34960 -2.25536
C -0.54702 6.79438 -2.82874
O 0.09535 7.42707 -3.92021
H 0.20034 6.25946 -2.23815
H -1.03139 7.54819 -2.20313
H -1.28876 6.08457 -3.20294
H -0.59225 7.89317 -4.42551
C -2.00307 -4.93617 5.82325
O -1.08545 -5.19032 4.77559
H -2.61557 -4.07159 5.55713
H -2.64770 -5.80740 5.96350
H -1.45565 -4.72245 6.74449
H -0.55630 -5.96200 5.03994
C 8.08427 0.10916 0.96356
O 8.07366 -1.21573 1.46232
H 7.46973 0.73785 1.61207
H 9.10908 0.48860 0.95663
H 7.67281 0.12173 -0.04865
H 8.62672 -1.74973 0.86705
C -3.85572 9.29569 -4.06936
O -2.44635 9.42224 -4.11269
H -4.15079 8.41200 -4.63988
H -4.18051 9.18230 -3.03211
H -4.31588 10.18263 -4.51165
H -2.21447 10.21418 -3.59846
C 10.60539 1.82547 3.37470
O 10.91484 0.62384 4.05628
H 11.25169 2.62278 3.74898
H 10.77728 1.69255 2.30370
H 9.56101 2.09025 3.55693
H 10.32606 -0.06477 3.70337

---

Entry 2:
DFT (ωB97M-V/def2-TZVPD) results for C10H6BrClO as an isolated structure at a distorted geometry.

The value obtained for the LUMO energy is -0.5 eV. The HOMO-LUMO gap is 0.3253 hartree.

Cartesian coordinates (Å):
C -1.92095 0.10087 -0.09324
C -1.36385 1.30919 0.24694
C -1.13919 -1.01308 -0.17597
C -0.04432 1.41518 0.52084
C 0.23883 -0.92115 0.11038
C 0.79052 0.31542 0.42480
C 2.24746 0.58493 0.08539
C 3.12320 1.61907 0.06568
C 4.14761 0.83585 -0.64200
C 3.17376 -0.35590 -0.61787
O 5.22652 1.04304 -1.10774
Cl 3.12065 3.21820 0.61555
Br 3.98821 -1.84605 0.40983
H -2.94386 -0.17359 -0.48608
H -1.84175 2.21935 0.25325
H -1.50963 -1.95309 -0.54826
H 0.31112 2.34761 0.83758
H 1.03442 -1.64648 0.18185
H 2.64885 -0.73189 -1.52224

---

Entry 3:
DFT (ωB97M-V/def2-TZVPD) results for C15H20IIrO as an isolated structure at a distorted geometry.

The multiplicity is 5. Its total charge is -2. The value obtained for the LUMO energy (alpha / beta) is 4.6 / 4.7 eV. The HOMO-LUMO gap (alpha / beta) is 0.0524 / 0.1782 hartree.

Cartesian coordinates (Å):
Ir -0.00163 0.07955 0.16516
C 1.76897 0.17443 1.50109
C 2.24953 -0.68136 0.43668
C 2.28524 0.08612 -0.78447
H 2.54528 -1.72702 0.53878
C 1.83466 1.43130 -0.48311
C 1.54849 1.49507 0.94831
H 1.23402 2.38611 1.49898
H 1.65858 -0.10592 2.54841
H 2.64409 -0.26722 -1.75386
H 1.77786 2.26988 -1.19029
C -2.11997 0.02923 1.09991
C -1.40907 1.22202 1.49645
C -1.19621 2.03719 0.31472
H -1.11538 1.47783 2.51631
C -1.74541 1.31662 -0.83041
C -2.29492 0.06724 -0.34014
H -2.82457 -0.68325 -0.93162
H -2.44923 -0.77339 1.76396
H -0.71070 3.01750 0.26956
H -1.79766 1.70774 -1.85413
O -0.11342 -0.97720 -1.98938
C -0.19281 -0.62153 -3.43309
C 0.49664 -1.96522 -3.82623
C 0.55506 0.63486 -3.76200
C -1.65185 -0.57860 -3.84204
C 0.42150 -2.33916 -2.36705
H 1.52524 -1.81428 -4.16859
H -0.08421 -2.59650 -4.49038
H -0.35512 -3.06587 -2.07118
H 1.36226 -2.52082 -1.82222
H 0.53066 0.80290 -4.85758
H 1.60584 0.57272 -3.43638
H 0.07526 1.50994 -3.27382
H -1.74640 -0.84903 -4.91312
H -2.06475 0.44516 -3.71589
H -2.25283 -1.28278 -3.24144
I -0.28695 -2.51504 0.98429

---

Entry 4:
DFT (ωB97M-V/def2-TZVPD) results for C51H47F3NP2ReSbSeSi as an isolated structure at a distorted geometry.

The multiplicity is 2. Its total charge is +2. The calculation puts the energy above the lowest of the compared OMol25 structures with the same formula, charge and spin at 0.821 eV. The value obtained for the LUMO energy (alpha / beta) is -6.8 / -6.6 eV. The HOMO-LUMO gap (alpha / beta) is 0.2254 / 0.2379 hartree.

Cartesian coordinates (Å):
Re -0.33771 0.40920 -1.17818
C 1.39216 1.04783 -3.98307
P 1.80654 0.35385 -2.33780
C 2.67015 -1.22129 -2.57628
C 3.36589 -1.74791 -1.48625
C 4.04009 -2.95300 -1.59463
C 4.02819 -3.64776 -2.79875
C 3.32335 -3.14187 -3.88066
C 2.63686 -1.93731 -3.76962
C 3.03585 1.55033 -1.74920
C 2.54482 2.80940 -1.40590
C 3.41368 3.84513 -1.09928
C 4.78360 3.62261 -1.11378
C 5.28041 2.37195 -1.45327
C 4.41224 1.33998 -1.78455
C 0.07628 1.74562 -3.85748
C -0.54149 2.64658 -4.63620
C -1.90202 2.80353 -4.14753
C -2.05820 1.99334 -3.08990
C -3.25303 1.61729 -2.27918
P -2.61690 1.06685 -0.65613
C -2.74293 2.59779 0.29728
C -1.61084 3.40814 0.34685
C -1.65787 4.66418 0.93459
C -2.84820 5.11534 1.48693
C -3.98959 4.32348 1.42498
C -3.94491 3.07766 0.81702
C -3.75978 -0.17304 -0.00032
C -4.19005 -0.13788 1.32296
C -5.06382 -1.10886 1.79802
C -5.50794 -2.11729 0.95768
C -5.05688 -2.17359 -0.35782
C -4.17943 -1.21288 -0.83253
N -0.81742 1.33737 -2.82586
H 1.31647 0.24268 -4.71416
H 2.18895 1.71482 -4.30600
H 3.39801 -1.20103 -0.55171
H 4.58692 -3.34329 -0.74546
H 4.57080 -4.57926 -2.89327
H 3.31659 -3.67563 -4.82226
H 2.10609 -1.56357 -4.63456
H 1.47305 2.99941 -1.42020
H 3.02571 4.82549 -0.85256
H 5.46514 4.42750 -0.87237
H 6.34864 2.20209 -1.47592
H 4.81284 0.37790 -2.07640
H -0.11439 3.13182 -5.50024
H -2.66639 3.43165 -4.57851
H -3.80728 0.79667 -2.73998
H -3.93804 2.45234 -2.14618
H -0.67251 3.06148 -0.08290
H -0.77178 5.28476 0.96755
H -2.89340 6.09223 1.94998
H -4.92042 4.68423 1.84189
H -4.84850 2.48400 0.74840
H -3.83155 0.63284 1.99522
H -5.39993 -1.06974 2.82569
H -6.20859 -2.85682 1.32231
H -5.40358 -2.96152 -1.01465
H -3.82746 -1.27059 -1.85690
F -3.61608 0.12403 6.11663
C -2.78760 0.12778 5.06874
C -2.12333 -1.03514 4.73911
C -1.25255 -1.01796 3.65735
C -1.06194 0.14339 2.90810
C -1.74275 1.30438 3.28333
C -2.61575 1.30192 4.36044
Sb 0.44857 0.29251 1.41626
C 1.60930 1.72859 2.43793
C 1.68374 3.05290 2.02012
C 2.33146 4.00602 2.79260
C 2.89579 3.60745 3.98717
F 3.53144 4.51409 4.73116
C 2.81601 2.30510 4.45006
C 2.15920 1.36644 3.67207
C 1.58128 -1.45858 1.76890
C 0.98519 -2.71709 1.72263
C 1.73368 -3.86661 1.92727
C 3.09224 -3.73509 2.15898
F 3.82092 -4.84024 2.33265
C 3.71595 -2.50517 2.21432
C 2.94745 -1.36326 2.01932
H -2.28210 -1.92829 5.32812
H -0.72651 -1.93037 3.41529
H -1.59203 2.23378 2.75474
H -3.14520 2.19509 4.66468
H 1.23612 3.36198 1.08588
H 2.39909 5.04159 2.48706
H 3.25174 2.04796 5.40608
H 2.06910 0.35296 4.04720
H -0.07674 -2.81840 1.52293
H 1.28574 -4.85214 1.92708
H 4.77798 -2.44931 2.41458
H 3.43012 -0.39454 2.08040
C -2.19872 -4.70868 -0.49345
Si -1.04067 -4.27856 -1.84379
C -1.73705 -3.97995 -3.49912
C 0.67897 -4.83570 -1.67318
Se -0.63272 -1.84829 -1.21214
H -3.11179 -5.15157 -0.89720
H -2.48858 -3.81703 0.06590
H -1.73752 -5.41889 0.19527
H -1.87235 -4.93127 -4.02476
H -1.07112 -3.35404 -4.09359
H -2.70987 -3.49306 -3.41907
H 0.71592 -5.93093 -1.69318
H 1.08305 -4.49777 -0.71587
H 1.30638 -4.44524 -2.47393

---

Entry 5:
DFT (ωB97M-V/def2-TZVPD) results for one molecule with the formula C14H21NO3S at a distorted geometry.

Its SMILES is CCOc1cc(C)c(S(=O)(=O)N2CCCC2)cc1C. The calculation puts the energy above the lowest of the compared OMol25 structures with the same formula, charge and spin at 1.129 eV. The value obtained for the LUMO energy is 0.8 eV. The HOMO-LUMO gap is 0.3481 hartree.

Cartesian coordinates (Å):
C 3.55356 1.78449 3.46714
C 3.68061 0.37750 2.89085
O 3.46992 0.34150 1.49301
C 2.21412 0.43920 0.98656
C 1.04614 0.44992 1.73397
C -0.21278 0.53317 1.13703
C -1.42252 0.52867 2.02023
C -0.26781 0.61214 -0.24395
S -1.73676 0.69479 -1.26741
O -1.51016 1.65296 -2.30959
O -2.94538 0.84639 -0.49736
N -1.63809 -0.83941 -1.98105
C -2.43473 -0.95653 -3.18871
C -3.85158 -1.31197 -2.71453
C -3.63385 -2.01270 -1.36224
C -2.12249 -1.87793 -1.09342
C 0.89555 0.59976 -1.00166
C 2.14063 0.51433 -0.41901
C 3.40050 0.50017 -1.22454
H 4.26043 2.44832 2.97605
H 2.55191 2.17835 3.31465
H 3.76863 1.76541 4.53194
H 4.70564 0.01728 3.01649
H 3.00687 -0.31924 3.40403
H 1.08041 0.38975 2.81091
H -1.51446 -0.43509 2.52208
H -1.32657 1.29360 2.78919
H -2.32186 0.71676 1.44463
H -2.00665 -1.75763 -3.79898
H -2.38041 -0.01590 -3.73324
H -4.42728 -0.39852 -2.57374
H -4.36770 -1.94591 -3.43342
H -3.93226 -3.05970 -1.39058
H -4.19674 -1.50796 -0.57993
H -1.59285 -2.80386 -1.33682
H -1.89645 -1.60111 -0.06481
H 0.79135 0.67224 -2.07221
H 4.04877 1.31919 -0.91783
H 3.17900 0.59397 -2.28324
H 3.94532 -0.42638 -1.05050

---

Entry 6:
DFT (ωB97M-V/def2-TZVPD) results for one molecule with the formula CH3O3PS at a distorted geometry.

The calculation puts the energy above the lowest of the compared OMol25 structures with the same formula, charge and spin at 1.211 eV. The value obtained for the LUMO energy is -0.6 eV. The HOMO-LUMO gap is 0.3271 hartree.

Cartesian coordinates (Å):
C 1.58372 -0.05849 0.22478
O -3.13985 0.13381 -0.09810
O -0.82829 -0.86623 -0.12716
O -0.42662 1.54733 -0.70536
P -2.54020 -1.14919 -0.32874
S -0.16765 0.60559 0.37147
H 1.67669 0.23623 -0.74560
H 2.14723 0.61170 0.89699
H 1.69496 -1.06075 0.51173

---

Entry 7:
DFT (ωB97M-V/def2-TZVPD) results for a 2-piece molecular cluster, C27H40P overall at a distorted geometry.

Its total charge is +1. The value obtained for the LUMO energy is -5.7 eV. The HOMO-LUMO gap is 0.1643 hartree.

Cartesian coordinates (Å):
C -2.26642 -1.56258 4.74077
C -1.21008 -1.65060 3.63929
C -1.69590 -0.92432 2.38589
C -0.78569 -1.06811 1.16284
P 0.94052 -0.50171 1.26806
C 2.11323 -1.21169 0.04555
C 3.27101 -2.03429 0.62773
C 4.03894 -1.32384 1.74206
C 5.20046 -2.16394 2.27332
C 0.84073 1.24145 0.71634
C 2.03110 2.02556 1.29534
C 1.92678 3.54574 1.09999
C 1.95463 4.00587 -0.35533
H -1.94718 -2.10759 5.62971
H -2.44690 -0.52119 5.02409
H -3.21388 -1.98849 4.39973
H -0.26321 -1.20977 3.98279
H -1.00277 -2.69859 3.38974
H -2.67772 -1.32683 2.10023
H -1.84822 0.13969 2.61235
H -0.73667 -2.12047 0.84236
H -1.24015 -0.48290 0.35644
H 1.53451 -1.85354 -0.62303
H 2.51847 -0.37253 -0.54135
H 2.89210 -2.99588 1.00525
H 3.96648 -2.27539 -0.19182
H 4.42312 -0.36710 1.36167
H 3.34589 -1.08483 2.56203
H 5.77020 -1.59437 3.01183
H 4.83864 -3.07664 2.75691
H 5.88196 -2.45062 1.46727
H 0.81627 1.24890 -0.38253
H -0.11684 1.65629 1.08114
H 2.09937 1.83025 2.37330
H 2.96663 1.66425 0.84641
H 1.00689 3.89525 1.58065
H 2.76392 4.00056 1.64260
H 1.98188 5.09922 -0.39561
H 2.84682 3.63013 -0.87099
H 1.06988 3.67144 -0.90511
C -0.36129 -0.72836 -1.73806
C -0.85131 -2.10576 -1.64152
C 0.02373 -3.21531 -1.78126
C -0.39486 -4.49472 -1.42526
C -1.72174 -4.72685 -1.04073
C -2.62692 -3.66119 -0.99025
C -2.20586 -2.36887 -1.29123
C -1.27244 0.31436 -2.02857
C -0.91599 1.60422 -2.41371
C -1.86532 2.59196 -2.85138
C -1.43213 3.74899 -3.55377
C -2.34454 4.68688 -4.02626
C -3.72111 4.51046 -3.80580
C -4.17356 3.37416 -3.11733
C -3.26486 2.43342 -2.63404
H 0.68152 -0.56756 -2.02936
H 1.03423 -3.05568 -2.16407
H 0.31786 -5.31971 -1.46053
H -2.05591 -5.73951 -0.79898
H -3.66917 -3.82984 -0.71778
H -2.92603 -1.55419 -1.21775
H -2.33690 0.07019 -2.06527
H 0.14921 1.84595 -2.50480
H -0.36103 3.88024 -3.72606
H -1.98910 5.56648 -4.56207
H -4.43477 5.25604 -4.15583
H -5.23963 3.22539 -2.94356
H -3.63085 1.57207 -2.07268

---

Entry 8:
DFT (ωB97M-V/def2-TZVPD) results for a 3-piece molecular cluster, C2H8OS2 overall at a distorted geometry.

The calculation puts the energy above the lowest of the compared OMol25 structures with the same formula, charge and spin at 4.659 eV. The value obtained for the LUMO energy is -3.9 eV. The HOMO-LUMO gap is 0.1777 hartree.

Cartesian coordinates (Å):
C -1.45755 -0.26737 -0.95641
S -2.19501 -0.19405 0.69382
S 1.57543 -0.77971 -0.16393
C 0.71280 -0.91900 1.37231
H -2.29570 -0.31236 -1.67651
H -0.79926 0.60081 -1.16709
H -0.90953 -1.21264 -0.96855
H 1.25335 -1.21168 2.27614
H 0.30939 0.09514 1.53025
H -0.15596 -1.57788 1.31137
H 1.82160 2.50589 -1.08226
H 1.19813 1.18287 -0.41574
O 0.94229 2.08997 -0.75338